Density functional theory data (ωB97M-V/def2-TZVPD) for a molecular structure, C6H24CaN5O9.

As for the energy above the lowest of the compared OMol25 structures with the same formula, charge and spin: 140.9 kcal/mol. As for the calculated total energy: -50912.4801 eV. As for the HOMO energy: -11.00 eV. The molar mass is 350.362 Da.

```
! RIJCOSX wB97M-V def2-TZVPD def2/J DEFGRID3
* xyz 1 1
Ca 3.7862 14.1372 -15.0617
N 0.2492 16.9852 -16.6764
O 1.3389 16.5164 -16.4293
O 0.1249 18.2373 -16.7265
O -0.7108 16.2514 -16.7479
C -3.0721 18.0803 -20.0919
O -3.8132 18.7229 -21.1440
H -3.4018 17.0422 -20.1327
H -2.0154 18.0695 -20.3592
H -3.1018 18.4159 -19.0553
H -4.1285 19.5811 -20.8512
C -2.9851 17.2681 -13.0281
O -3.3722 17.7745 -14.2434
H -3.2677 16.2261 -12.8779
H -1.9021 17.2111 -12.9185
H -3.4298 17.8482 -12.2196
H -2.8107 17.3128 -14.8705
C -3.6604 12.4224 -18.4270
O -4.8123 11.8243 -17.8068
H -3.1795 11.5788 -18.9221
H -3.9668 13.2127 -19.1123
H -2.9019 12.8746 -17.7880
H -5.4207 12.5055 -17.5112
C 0.8078 20.9975 -12.9483
O -0.3689 21.3074 -13.7074
H 0.6283 20.0450 -12.4496
H 1.7394 21.1776 -13.4847
H 0.7438 21.6430 -12.0724
H -0.4730 20.5542 -14.2934
C -0.2390 12.7087 -13.2408
O 0.6158 13.5652 -13.5206
N -0.0906 11.6722 -12.4523
N -1.3871 12.6008 -13.8786
H 0.7782 11.7061 -11.9384
H -0.9055 11.0929 -12.3089
H -1.5248 13.3986 -14.4824
H -2.0869 11.8971 -13.6908
C 3.1496 21.5892 -18.9103
O 3.8350 22.3290 -19.5733
N 3.4835 20.3490 -18.5723
N 1.9820 21.8001 -18.4099
H 2.9530 19.8815 -17.8511
H 4.2310 19.9144 -19.0943
H 1.5110 20.9863 -18.0411
H 1.5296 22.6621 -18.6790
*
```

natural (NBO) population analysis, charges in e, atoms 1 to 8:
1. Ca 1.834
2. N 0.721
3. O -0.599
4. O -0.491
5. O -0.479
6. C -0.260
7. O -0.724
8. H 0.170